1.
C24H26BiN4Si as an isolated structure, computed with the ωB97M-V functional and the def2-TZVPD basis.

Element x y z (Å)
C1 -0.461 -1.224 1.372
C2 0.693 -1.691 2.053
C3 1.368 -0.581 2.593
H1 1.009 -2.730 2.129
C4 0.627 0.598 2.252
C5 -0.518 0.177 1.509
H2 -1.308 0.829 1.138
H3 -1.171 -1.827 0.808
H4 2.294 -0.580 3.171
H5 0.801 1.589 2.673
Bi1 1.783 2.000 -0.113
C6 2.776 0.699 -1.550
H6 3.842 0.954 -1.474
H7 2.406 0.917 -2.563
H8 2.609 -0.333 -1.252
Si1 1.333 -2.884 -1.115
C7 1.075 -3.705 -2.753
C8 0.345 -4.905 -2.787
H9 0.104 -5.422 -1.853
C9 -0.067 -5.443 -4.007
H10 -0.644 -6.369 -4.022
C10 0.273 -4.800 -5.207
H11 -0.044 -5.231 -6.160
C11 1.019 -3.611 -5.177
H12 1.293 -3.113 -6.112
C12 1.413 -3.056 -3.953
H13 1.986 -2.124 -3.919
C13 2.939 -3.190 -0.224
C14 3.403 -4.512 -0.055
H14 2.970 -5.307 -0.662
C15 4.368 -4.815 0.913
H15 4.648 -5.854 1.108
C16 4.968 -3.797 1.666
H16 5.682 -4.040 2.458
C17 4.602 -2.468 1.414
H17 5.070 -1.665 1.984
C18 3.609 -2.175 0.479
H18 3.341 -1.131 0.341
H19 1.001 -1.454 -1.307
H20 0.350 -3.494 -0.306
N1 -2.047 4.530 -0.236
C19 -2.180 4.494 1.154
C20 -1.196 3.667 1.610
N2 -0.468 3.193 0.534
C21 -1.002 3.727 -0.572
C22 -0.482 3.481 -1.895
N3 0.481 2.574 -2.153
C23 0.700 2.624 -3.534
C24 -0.097 3.581 -4.087
N4 -0.837 4.124 -3.034
H21 -2.627 5.033 -0.905
H22 -2.936 5.042 1.682
H23 -0.941 3.347 2.609
H24 1.398 1.948 -3.991
H25 -0.185 3.925 -5.103
H26 -1.529 4.871 -3.093

**Orbital gap (alpha / beta)**: 5.790 / 5.779 eV
**E_LUMO (alpha / beta)**: -4.390 / -4.399 eV
**Relative energy (zero: lowest compared OMol25 entry of this formula, charge and spin)**: 0.00 kcal/mol
**Charge**: +1

Löwdin atomic charge list, values in e, 8 entries: atom 1 (C): -0.15, atom 2 (C): -0.12, atom 3 (C): -0.15, atom 4 (H): 0.11, atom 5 (C): -0.26, atom 6 (C): -0.19, atom 7 (H): 0.08, atom 8 (H): 0.09

***

2.
C24H26BrCl3F5NO7PScSeSiTe as an isolated structure, computed with the ωB97M-V functional and the def2-TZVPD basis.

Element x y z (Å)
Sc1 -0.104 0.712 -0.638
Br1 2.517 -1.751 3.480
C1 0.712 -2.314 3.189
C2 0.288 -3.472 3.825
C3 -1.030 -3.846 3.616
C4 -1.832 -3.065 2.802
C5 -1.284 -1.939 2.195
N1 -0.018 -1.572 2.402
C6 -2.174 -1.113 1.255
O1 -3.387 -1.176 1.480
O2 -1.593 -0.512 0.313
H1 0.964 -4.040 4.448
H2 -1.423 -4.740 4.087
H3 -2.871 -3.293 2.612
C7 3.733 -6.232 -0.253
O3 3.402 -4.965 0.257
C8 2.396 -4.273 -0.372
C9 1.566 -4.862 -1.345
C10 0.588 -4.076 -1.911
C11 0.378 -2.733 -1.572
C12 -0.605 -1.939 -2.295
C13 -1.664 -2.582 -3.165
O4 -0.662 -0.712 -2.234
C14 1.216 -2.143 -0.553
O5 1.081 -0.960 -0.114
C15 2.227 -2.969 0.009
H4 4.624 -6.554 0.283
H5 3.954 -6.191 -1.324
H6 2.935 -6.962 -0.084
H7 1.684 -5.888 -1.657
H8 -0.032 -4.530 -2.672
H9 -1.413 -3.555 -3.576
H10 -1.905 -1.885 -3.966
H11 -2.554 -2.685 -2.538
H12 2.883 -2.533 0.752
F1 0.637 2.444 -0.158
Te1 2.244 1.900 1.820
F2 3.926 2.210 2.647
F3 1.744 1.596 3.690
F4 1.617 3.608 2.231
F5 3.170 2.817 0.408
O6 1.480 0.876 -2.087
Cl1 4.208 0.007 -1.036
Si1 2.937 0.652 -2.525
Cl2 3.872 2.315 -3.334
Cl3 3.104 -0.801 -4.019
Se1 -2.494 1.932 -1.485
C16 -1.899 3.394 -2.560
C17 -0.839 3.242 -3.461
C18 -0.418 4.300 -4.251
C19 -1.046 5.538 -4.171
C20 -2.094 5.705 -3.277
C21 -2.510 4.648 -2.478
H13 -0.329 2.287 -3.517
H14 0.419 4.158 -4.926
H15 -0.711 6.365 -4.787
H16 -2.587 6.668 -3.192
H17 -3.326 4.785 -1.777
C22 -1.246 4.067 1.416
P1 -1.325 2.519 2.322
C23 -0.998 2.913 4.052
C24 -3.047 2.017 2.270
O7 -0.407 1.426 1.834
H18 -1.949 4.777 1.859
H19 -1.526 3.857 0.383
H20 -0.233 4.459 1.437
H21 -1.737 3.630 4.418
H22 0.006 3.316 4.151
H23 -1.057 1.991 4.630
H24 -3.680 2.814 2.665
H25 -3.187 1.101 2.842
H26 -3.314 1.813 1.232

**Orbital gap**: 6.058 eV
**E_LUMO**: 4.055 eV
**Relative energy (zero: lowest compared OMol25 entry of this formula, charge and spin)**: 0.00 kcal/mol
**Charge**: -2

Löwdin atomic charge list, values in e, 8 entries: atom 1 (Sc): 0.78, atom 2 (Br): 0.75, atom 3 (C): -0.70, atom 4 (C): -0.13, atom 5 (C): -0.08, atom 6 (C): -0.01, atom 7 (C): -0.15, atom 8 (N): 0.13